Record 1
16 unconnected molecules or ions with the total composition C71H185N11O27. Source: OMol25; level of theory: ωB97M-V/def2-TZVPD.

Its orbital gap is 8.4 eV. As for the HOMO energy: -7.91 eV. For the energy relative to the best compared isomer or geometry (same formula, charge and spin), the calculation gives 7.2 kcal/mol. As for the maximum force: 4.06 eV Å⁻¹.

Element x y z (Å)
O -6.416 -1.376 -0.066
O -1.747 1.487 6.321
O -1.152 -3.656 -1.124
O -0.874 1.024 -5.036
O 2.263 3.574 -2.570
O -2.673 5.164 3.686
O 4.179 0.080 6.191
O 0.303 6.484 -7.076
O 3.213 1.311 1.632
O -3.468 0.008 0.876
O -4.272 -1.309 4.158
O 0.264 -2.941 5.056
O -1.832 -7.201 2.855
O -2.127 7.749 -2.832
O 4.022 -4.646 -1.456
O 2.112 -1.400 -2.595
O 4.032 -3.184 2.262
O 1.811 -8.005 2.198
O 6.467 -0.911 -4.195
O 1.756 1.938 -9.015
O -1.309 7.429 2.158
O -4.258 4.847 -0.597
O -0.545 1.950 0.301
O -5.441 9.072 4.022
O 6.870 -5.683 -5.487
O 3.707 -5.149 6.710
O -2.422 -3.071 -5.209
N 4.748 -5.303 4.116
N 0.934 1.881 5.962
N -3.908 7.855 1.800
N -2.536 5.042 -2.814
N 5.257 -3.894 -4.169
N 0.030 -5.144 2.841
N 1.219 -0.259 0.196
N 1.356 5.537 -4.545
N -6.344 -3.394 2.965
N 1.335 -6.062 0.167
N -0.695 0.627 -7.915
C -1.568 -4.172 -4.975
C 4.742 -4.951 -5.083
C -1.282 -4.904 3.347
C 4.072 -4.219 7.730
C -3.212 3.844 -2.428
C -0.631 -4.755 -0.318
C 4.814 -5.995 6.344
C 0.788 4.688 -5.670
C -1.189 1.759 -7.175
C -3.335 5.877 -3.680
C -6.195 9.105 5.216
C 5.059 -4.163 1.989
C -5.343 5.114 0.221
C 0.090 -0.255 1.098
C 0.794 -7.396 0.175
C 1.776 -8.330 0.823
C 1.235 -2.489 -2.865
C -2.985 8.158 0.741
C -2.620 -8.286 2.279
C 2.507 2.137 -10.167
C 2.759 -1.498 -1.351
C 0.036 1.865 4.824
C 0.791 5.335 -3.195
C 0.411 7.147 -8.291
C 0.468 -1.746 5.751
C 3.121 0.944 6.661
C 2.349 2.146 -2.599
C 3.127 2.686 1.421
C 1.184 -4.570 3.588
C -6.321 -2.610 4.140
C 5.634 -6.147 -5.010
C -4.085 5.007 3.947
C 4.997 0.532 5.196
C -2.125 -2.904 -0.514
C -2.512 7.094 -4.021
C 4.640 -5.449 2.624
C 1.157 5.401 -6.958
C -1.243 0.708 -3.704
C 1.610 0.530 -8.750
C 2.185 -9.094 3.080
C -1.328 2.355 5.203
C 4.352 -6.041 -1.125
C -1.798 7.348 0.851
C -4.504 3.893 -1.583
C 1.877 -1.547 -0.111
C 4.472 -1.980 1.716
C 2.193 1.478 5.520
C -4.953 -2.446 4.763
C 4.647 -2.533 -4.476
C -4.262 0.974 1.665
C -2.922 -1.263 4.654
C -6.551 -1.668 1.365
C 0.685 -5.211 -0.810
C 7.860 -6.656 -5.350
C 5.244 -1.449 -3.650
C 0.100 7.411 2.281
C -0.227 1.161 1.428
C -1.549 9.017 -2.925
C -2.261 -5.841 2.633
C -6.106 8.698 2.829
C -0.883 3.279 0.706
C 6.567 0.353 -3.562
C 4.702 -6.437 4.993
C 0.884 3.907 -2.716
C -3.033 1.903 6.776
C -7.225 -0.174 -0.291
C -1.814 1.472 -5.893
C 1.071 -3.104 3.920
C -5.772 -2.918 1.762
C 0.671 0.240 -7.621
C -5.097 8.739 1.670
H -6.911 8.265 5.330
H 0.082 8.122 -8.123
H 5.333 -1.643 -2.582
H 2.566 -8.543 4.012
H 5.267 -6.990 -5.652
H 0.365 8.131 3.106
H 0.038 3.776 1.061
H -3.896 1.581 6.179
H 2.073 -4.737 2.913
H -1.571 3.178 1.499
H 2.474 0.872 1.080
H -3.481 5.355 -4.631
H 8.004 -7.098 -4.351
H -3.164 2.906 7.082
H -2.605 0.762 -5.950
H -6.907 9.379 2.688
H 5.449 1.541 5.434
H 0.814 -0.788 -7.316
H 1.063 -2.562 -3.972
H -6.981 -3.078 4.816
H 4.511 0.601 4.233
H 1.139 4.769 -7.844
H -0.332 4.548 -5.677
H 0.473 2.536 4.065
H -5.123 1.239 1.115
H -2.163 0.128 -3.559
H -0.363 6.709 -8.959
H -5.444 4.187 -2.133
H -4.287 4.424 4.808
H -4.693 2.820 -1.312
H 0.873 0.133 -0.625
H -7.076 0.554 0.554
H -0.477 -4.393 0.665
H 6.318 -3.925 -4.301
H 1.290 0.011 -9.635
H -4.499 5.994 4.139
H 1.442 -1.690 6.168
H 3.594 -2.625 -4.273
H -2.445 -0.484 4.015
H 3.339 -3.410 7.767
H -7.622 -1.976 1.532
H -8.331 -0.339 -0.153
H 0.466 7.920 1.385
H 4.479 -4.384 -2.290
H 2.073 -2.602 4.021
H -5.943 -3.684 0.945
H -1.287 -5.019 4.425
H 1.273 6.494 -4.865
H 2.175 5.718 -6.983
H -6.295 -0.761 1.906
H 5.780 -0.223 5.018
H -2.268 -2.013 -1.071
H 5.459 -1.567 2.140
H -1.137 1.040 2.040
H 1.847 1.819 -10.945
H -2.438 -2.232 4.422
H -1.109 -4.129 -3.988
H -5.095 -2.446 5.848
H -1.417 1.654 -3.185
H 1.401 7.118 -8.710
H -6.629 7.722 3.025
H 1.304 -5.595 1.088
H 3.407 1.555 -10.113
H 2.600 2.374 5.091
H -1.313 3.886 -0.099
H -6.694 -1.641 3.825
H -2.715 9.256 0.763
H 5.029 -3.724 7.425
H -3.455 3.292 -3.389
H 4.634 -2.145 0.666
H -2.995 -2.989 -4.446
H -6.201 5.506 -0.325
H 7.519 0.763 -3.855
H -3.459 7.971 2.704
H 0.161 -6.160 2.743
H 0.259 -0.813 2.054
H 0.350 3.854 -1.781
H -4.966 5.823 0.977
H 4.464 -0.631 -3.778
H -6.241 -4.408 3.082
H 4.771 -2.299 -5.535
H 1.259 -4.257 -0.995
H -3.443 8.040 -0.206
H -0.291 5.576 -3.194
H -1.883 -2.666 0.554
H -0.712 -4.050 -5.663
H -1.586 -3.860 3.148
H -2.242 2.446 -5.510
H 8.828 -6.215 -5.729
H -4.764 9.777 1.469
H -1.989 6.265 0.557
H 1.951 1.867 -3.617
H 3.789 -5.274 -4.639
H -3.312 -5.716 2.938
H 4.745 -6.816 7.040
H 3.683 -1.183 1.889
H 0.578 -0.917 4.954
H -4.271 6.195 -3.239
H -0.356 0.205 -3.357
H 5.802 -6.596 -3.939
H -0.826 -0.718 0.698
H -4.101 -0.577 0.488
H -4.497 4.501 3.098
H 5.385 -6.246 -0.984
H 2.703 -8.259 0.367
H -3.669 -8.208 2.505
H -4.392 -3.316 4.565
H 2.629 0.051 -8.491
H 0.000 0.910 4.343
H -1.406 3.391 5.430
H 0.560 -7.764 -0.850
H 2.455 0.341 7.320
H -1.273 -5.655 -0.202
H -6.963 0.301 -1.232
H -4.758 -2.688 1.801
H 1.373 -5.060 4.585
H 5.432 -6.151 2.299
H -2.391 -8.370 1.181
H 2.752 3.210 2.295
H -2.425 3.164 -1.976
H -5.634 8.344 0.839
H 7.558 -7.469 -6.039
H 1.037 0.732 -6.709
H 0.309 -2.394 -2.270
H -5.711 4.192 0.746
H 1.744 1.736 -1.832
H 1.653 -3.446 -2.623
H 1.440 6.002 -2.609
H 2.678 3.176 -10.288
H 3.668 -6.879 4.938
H 3.789 -6.272 -0.230
H -6.751 10.048 5.312
H 3.371 -0.636 -1.318
H -1.918 2.273 -7.849
H 0.527 -5.730 -1.760
H 3.451 -2.381 -1.458
H -1.033 7.727 0.155
H -2.135 -5.126 -5.047
H 2.138 0.599 4.864
H 2.994 -9.663 2.636
H -1.305 -0.136 -7.896
H -3.140 7.661 -4.698
H 3.439 1.828 -2.603
H 2.405 2.864 0.525
H 4.124 -4.644 8.687
H 0.603 -2.576 3.051
H -2.176 -5.586 1.571
H -1.656 6.754 -4.605
H 3.960 -4.694 4.403
H 1.352 -9.814 3.287
H -2.241 9.867 -3.046
H 1.082 -2.304 -0.133
H 6.549 0.310 -2.468
H 5.530 -7.203 4.812
H 5.004 -4.307 0.921
H -0.368 2.484 -7.051
H -2.135 -9.139 2.711
H -0.087 -7.457 0.739
H 0.365 3.249 -3.432
H -3.125 -3.383 -0.496
H 3.498 1.847 7.195
H 6.062 -3.819 2.301
H 1.167 3.715 -5.787
H -1.042 9.365 -1.973
H 3.936 -6.647 -1.998
H 4.117 3.060 1.152
H -1.955 2.189 4.381
H 2.432 -1.750 0.761
H -2.796 -1.056 5.680
H 0.585 1.246 6.678
H 1.411 -9.392 0.819
H -2.256 5.605 -2.037
H -2.661 5.839 2.972
H 3.701 -5.827 2.140
H 4.705 -4.655 -6.109
H -3.625 1.875 1.832
H -0.768 9.112 -3.683
H 0.547 6.410 2.336
H -0.354 -1.634 6.381
H -4.590 0.637 2.651
H -5.460 9.064 6.073
H 5.757 1.113 -3.728
H 5.736 -5.497 6.610
H 0.583 1.526 1.994
H -2.992 1.276 7.641

=====

Record 2
A molecular structure, C71H76BaN8OS2. Source: OMol25; level of theory: ωB97M-V/def2-TZVPD.

Its orbital gap is 5.4 eV. The total charge is -2. As for the HOMO energy: -1.70 eV. For the energy relative to the best compared isomer or geometry (same formula, charge and spin), the calculation gives 0.0 kcal/mol. As for the maximum force: 2.45 eV Å⁻¹.

Element x y z (Å)
Ba -0.543 -0.193 0.332
S 2.603 -4.080 -4.194
S 1.501 -3.754 0.679
O 0.882 -2.421 0.988
N 2.505 -3.156 -1.520
N -0.499 -0.101 -3.925
N 0.761 1.359 1.863
N -3.049 0.045 0.616
N -1.171 -0.765 2.738
N -1.176 2.239 -0.189
N 1.109 1.316 -4.670
N 1.092 0.760 -2.363
C 2.648 2.631 2.180
C -2.004 -2.110 4.403
C 2.350 -1.371 -6.908
C 1.016 -6.238 4.521
C 5.898 -3.139 1.747
C -0.317 3.279 -0.225
C -6.198 0.355 -1.364
C 1.946 2.904 -6.827
C 2.180 1.634 -2.193
C 2.778 -0.623 -7.996
C 3.619 -2.362 1.714
C 3.564 -0.326 -1.462
C -2.232 -1.522 3.081
C -3.413 1.767 -1.077
C 4.356 3.378 -1.865
C -3.042 -2.742 -3.820
C -6.213 -1.910 0.912
C -3.022 4.560 -2.453
C -5.104 -0.007 -0.410
C 1.415 2.453 1.413
C 1.663 0.640 -5.770
C -2.247 2.547 -0.948
C 0.973 -0.159 3.767
C 3.241 -3.547 1.111
C 1.208 -6.076 2.131
C 0.912 3.343 0.455
C -2.857 -4.463 4.588
C 1.796 -0.749 -5.801
C -2.062 3.873 -1.533
C -0.865 4.333 -1.073
C -0.790 -1.663 4.818
C 4.956 -2.161 2.035
C -1.365 -1.355 -1.975
C -0.141 -1.858 6.153
C -2.254 -2.367 -1.589
C -3.102 -3.039 -2.463
C 4.169 -4.535 0.823
C 3.413 1.138 -1.740
C 4.478 2.021 -1.592
C 2.524 -3.535 -2.623
C 3.648 3.724 1.966
C 1.042 -4.849 4.611
C -0.267 -0.817 3.740
C 1.089 -6.852 3.278
C -2.142 -1.789 -4.287
C -3.797 -0.910 1.200
C 3.132 3.871 -2.290
C 2.647 0.760 -7.959
C 3.359 1.986 5.510
C -2.880 4.058 -3.897
C 3.270 5.017 2.699
C 2.092 1.407 -6.864
C -7.045 -1.409 2.100
C -2.948 -3.027 5.120
C -7.029 1.553 -0.886
C 3.706 1.359 4.153
C -0.449 6.620 -0.111
C -3.413 -1.652 2.330
C 2.059 3.003 -2.450
C 2.669 1.632 3.107
C -3.791 0.638 -0.344
C -2.061 -1.521 -5.772
C 1.159 -4.076 3.467
C -1.346 -1.116 -3.341
C 5.501 -4.327 1.140
C -0.373 -0.656 7.076
C 1.256 -4.693 2.231
C -0.242 5.675 -1.301
C 1.446 0.853 2.907
C -5.107 -0.969 0.549
C 0.580 0.632 -3.538
H 0.832 5.558 -1.476
H -5.760 0.587 -2.338
H 1.089 3.387 -2.750
H 0.127 -0.789 8.040
H 4.632 3.392 2.310
H 2.378 1.647 5.848
H 1.051 -7.932 3.203
H 0.005 0.255 6.610
H -4.047 4.389 -2.113
H 2.291 5.371 2.369
H 5.433 1.622 -1.265
H 4.002 5.807 2.508
H -2.305 -2.657 -0.532
H -6.407 -1.243 2.969
H 3.731 3.929 0.896
H -3.801 -3.788 -2.101
H 3.326 3.074 5.432
H 1.622 -0.410 4.602
H 3.850 -5.450 0.337
H 3.006 4.928 -2.496
H 0.972 -4.370 5.580
H -0.535 -2.760 6.630
H -3.684 -3.259 -4.527
H 1.558 2.187 -4.444
H 2.773 -0.683 -0.803
H -1.846 -4.853 4.716
H 3.214 -1.107 -8.861
H -1.514 6.773 0.072
H -6.858 -0.504 -1.507
H 2.867 -1.605 1.912
H 4.672 1.748 3.819
H 6.236 -5.088 0.905
H 2.592 3.352 -6.064
H -1.053 -1.684 -6.164
H -3.085 -4.490 3.521
H 6.942 -2.975 1.986
H -0.651 0.003 -4.913
H -3.554 -5.125 5.110
H 2.214 3.341 -7.790
H 4.533 -0.546 -1.010
H -7.823 -2.128 2.372
H -5.790 -2.888 1.159
H 3.217 4.851 3.777
H 3.819 0.279 4.280
H -1.441 -0.519 7.256
H -6.868 -2.049 0.049
H 0.937 -2.004 6.027
H 2.462 -2.448 -6.895
H -1.895 4.317 -4.292
H -0.015 6.189 0.793
H -2.731 -2.197 -6.306
H 4.098 1.719 6.270
H -7.794 1.820 -1.620
H -2.362 -0.498 -6.029
H -4.145 -2.356 2.712
H -2.725 -3.025 6.191
H 3.470 -0.912 -2.377
H -7.525 1.323 0.059
H -2.854 5.640 -2.430
H 2.984 1.356 -8.802
H 5.262 -1.232 2.503
H 1.503 -1.349 -4.947
H -0.666 6.131 -2.201
H 1.265 -6.542 1.153
H -7.525 -0.459 1.853
H -3.639 4.502 -4.548
H 5.207 4.039 -1.748
H 1.169 -2.992 3.517
H -4.150 2.140 -1.781
H -6.389 2.422 -0.722
H 0.933 -6.840 5.418
H 0.017 7.593 -0.291
H 1.526 4.213 0.250
H -2.977 2.972 -3.936
H -3.973 -2.664 5.004
H 0.918 3.187 -6.588